No. 1
55
Properties=species:S:1:pos:R:3:forces:R:3:lowdin_charge:R:1 method="wB97M-V/def2-TZVPD" homo_lumo_gap_ev=9.22 multiplicity=1 charge=0 smiles="COc1cccc(OCc2cc(C(=O)N3CCN(C4CCCC4)CC3)no2)c1"
C -10.0692 1.4511 -0.5109 -0.24 -0.01 0.02 -0.090
H -10.3987 2.3917 -0.9494 -0.02 -0.08 0.04 0.093
O -8.6638 1.4738 -0.5736 0.38 -0.09 0.03 -0.082
C -7.9745 0.4032 -0.0897 0.04 -0.13 0.06 -0.273
C -8.5482 -0.7278 0.4732 -0.34 0.30 -0.13 -0.038
C -7.7263 -1.7490 0.9278 0.26 0.02 -0.02 -0.078
C -6.3562 -1.6604 0.8293 0.13 -0.04 0.01 -0.018
C -5.7768 -0.5226 0.2631 -0.27 -0.03 0.02 -0.260
C -6.5848 0.5038 -0.1924 0.15 0.14 -0.07 0.056
H -6.1888 1.4031 -0.6343 0.09 0.10 -0.05 0.117
O -4.4128 -0.5213 0.2069 -0.07 -0.15 0.09 -0.021
C -3.7660 0.5999 -0.3556 0.03 0.30 -0.05 -0.115
C -2.2991 0.3373 -0.3250 0.34 -0.85 -0.45 -0.210
C -1.5321 -0.6600 -0.8533 -0.27 0.59 0.33 0.082
C -0.2145 -0.3296 -0.4407 -0.96 0.44 0.02 -0.169
N -0.2277 0.7803 0.2582 0.97 -0.07 -0.03 0.107
O -1.5088 1.1966 0.3388 -0.63 0.09 -0.04 0.037
C 0.9922 -1.0950 -0.8589 0.32 -0.15 0.01 -0.396
O 0.9666 -1.6870 -1.9276 -0.30 0.06 -0.09 0.065
N 2.0508 -1.1415 -0.0293 0.15 -0.12 0.00 -0.040
C 2.2392 -0.4244 1.2073 -0.01 0.53 0.38 -0.127
H 1.3266 0.0975 1.4859 0.21 -0.16 0.07 0.098
C 3.3837 0.5814 1.0472 -0.19 -0.22 0.15 -0.158
N 4.5882 -0.1288 0.6662 -0.12 -0.05 0.12 -0.144
C 4.3812 -0.7831 -0.6112 -0.10 -0.25 0.14 -0.160
C 3.2594 -1.8119 -0.4604 0.24 -0.10 -0.49 -0.108
H 3.0548 -2.3073 -1.4104 0.05 0.03 0.16 0.122
H 3.5406 -2.5529 0.2943 0.01 0.03 -0.05 0.133
H 5.2948 -1.2915 -0.9175 0.01 -0.01 -0.05 0.117
H 4.0923 -0.0724 -1.4048 0.06 -0.03 -0.01 0.132
C 5.8129 0.6403 0.8120 0.10 0.09 0.08 -0.304
C 7.0489 -0.2821 0.8986 0.09 0.17 0.01 -0.136
C 8.1053 0.3403 -0.0152 -0.01 -0.11 -0.06 -0.194
H 8.7943 -0.4014 -0.4170 0.10 0.02 0.03 0.105
C 7.2889 1.0350 -1.1013 0.08 0.14 0.06 -0.197
H 7.8662 1.7838 -1.6425 0.00 -0.03 -0.11 0.105
H 6.9207 0.3020 -1.8203 -0.01 -0.04 -0.07 0.104
C 6.1284 1.6481 -0.3221 -0.04 -0.06 -0.01 -0.141
H 5.2582 1.8398 -0.9477 -0.09 0.10 0.00 0.102
H 6.4405 2.5980 0.1136 -0.01 0.06 -0.02 0.112
H 8.6849 1.0828 0.5359 0.08 0.03 0.00 0.109
H 7.4020 -0.3738 1.9242 -0.04 -0.10 0.05 0.108
H 6.7848 -1.2808 0.5545 -0.03 -0.06 0.01 0.102
H 5.7013 1.1832 1.7553 0.00 -0.04 -0.07 0.136
H 3.5509 1.0834 2.0019 0.00 0.02 -0.02 0.124
H 3.0850 1.3389 0.3018 0.00 0.02 0.03 0.131
H 2.5140 -1.1488 1.9825 -0.03 0.08 -0.01 0.131
H -1.8312 -1.5015 -1.4391 -0.11 -0.18 -0.16 0.128
H -3.9757 1.5097 0.2228 -0.02 -0.09 -0.12 0.144
H -4.0921 0.7478 -1.3959 0.02 0.02 0.19 0.146
H -5.7114 -2.4494 1.1793 0.08 -0.11 0.05 0.115
H -8.1733 -2.6284 1.3662 -0.03 -0.08 0.04 0.107
H -9.6172 -0.8284 0.5647 -0.10 0.03 -0.01 0.099
H -10.4838 0.6184 -1.0880 0.02 0.03 0.04 0.096
H -10.4246 1.3900 0.5227 0.02 -0.01 -0.04 0.096

No. 2
29
Properties=species:S:1:pos:R:3:forces:R:3:lowdin_charge:R:1 method="wB97M-V/def2-TZVPD" homo_lumo_gap_ev="5.62 / 8.44" multiplicity=5 charge=0
Ti -0.8376 -0.0301 -1.0357 0.40 -0.81 0.42 0.887
B -2.9243 -1.7737 -1.5006 -2.89 -2.51 0.22 -1.559
F -3.9581 -1.1613 -0.9133 -1.32 1.87 1.64 0.194
F -1.9441 -2.0988 -0.5943 1.90 -0.39 1.69 0.119
F -3.4704 -2.8329 -2.1510 0.10 -2.07 -0.69 0.171
F -2.3231 -1.0166 -2.4043 2.23 3.49 -2.82 0.133
C -2.8026 3.7738 0.2889 0.59 -0.38 0.38 -0.043
C -1.9174 2.5079 0.3965 -0.66 1.47 -0.03 -0.523
C -1.0894 2.5235 1.7022 0.12 -0.28 0.16 -0.033
O -2.5333 1.3159 0.0324 0.75 0.58 0.34 0.007
H -3.5024 3.8543 1.1207 -0.42 -0.15 -0.38 0.085
H -3.2118 3.8622 -0.7175 -0.51 -0.20 0.30 0.084
H -2.1392 4.6318 0.3977 0.17 0.05 0.03 0.077
H -1.1865 2.7031 -0.3882 0.65 -0.46 -0.52 0.116
H -0.3330 1.7390 1.7245 -0.22 -0.23 0.07 0.066
H -1.7049 2.5049 2.6016 -0.22 -0.41 -0.15 0.087
H -0.5355 3.4579 1.7926 -0.10 0.12 -0.46 0.084
C 4.6990 -0.7747 0.4198 0.23 -0.65 -1.09 -0.004
O 3.3951 -0.4539 -0.1590 -0.96 0.59 1.32 0.007
C 2.3559 -1.3034 -0.1640 -1.09 1.18 -0.66 -0.520
O 1.1698 -0.9153 -0.2401 2.33 -0.74 0.08 -0.016
O 2.7600 -2.5507 -0.2049 2.06 1.38 1.08 0.027
C 1.9075 -3.5996 -0.3171 -2.78 -2.54 -1.53 -0.063
H 4.6714 -1.4937 1.2385 -0.34 -0.26 -0.43 0.099
H 5.2656 0.0719 0.8075 -0.97 0.64 -0.19 0.093
H 5.2527 -1.0963 -0.4623 0.34 -0.59 0.47 0.098
H 1.0142 -3.5944 0.3074 0.17 0.50 0.19 0.112
H 2.3498 -4.5916 -0.2254 0.89 0.50 0.67 0.104
H 1.5725 -3.6593 -1.3526 -0.44 0.31 -0.13 0.110

No. 3
10
Properties=species:S:1:pos:R:3:forces:R:3:lowdin_charge:R:1 method="wB97M-V/def2-TZVPD" homo_lumo_gap_ev=8.02 multiplicity=1 charge=0 smiles="N#C/C(F)=C/C(O)=S"
C -0.4386 -0.8051 0.8900 -0.95 1.15 -2.29 -0.876
C -0.0114 0.4630 0.1234 0.08 2.95 2.12 0.008
C 0.2705 0.6941 -1.2057 -2.38 -3.62 2.98 -0.355
C 1.1081 1.7000 -1.5294 5.65 10.95 0.08 -0.128
H -0.6506 -2.6949 0.2459 -1.13 3.99 -1.15 0.212
H 0.0710 1.5147 0.7813 0.31 -3.34 -1.62 0.186
N 1.7189 2.7831 -1.4631 -3.87 -7.53 -0.87 0.190
O -0.8342 -1.6633 -0.1051 1.63 -4.14 2.36 -0.078
F -0.1168 -0.1011 -2.1806 0.17 -0.58 -0.54 0.116
S -0.5812 -1.0248 2.5007 0.50 0.16 -1.08 0.726

No. 4
20
Properties=species:S:1:pos:R:3:forces:R:3:lowdin_charge:R:1 method="wB97M-V/def2-TZVPD" homo_lumo_gap_ev="10.92 / 5.77" multiplicity=2 charge=+1
C -2.4531 0.5337 -1.0591 -1.90 -1.50 0.37 -0.008
N -1.4442 -0.2074 -0.3755 0.51 4.04 0.92 0.155
C -0.0465 0.0814 -0.7675 -0.03 -2.92 -0.55 -0.314
C 0.8893 -0.4346 0.3294 0.15 1.17 0.40 -0.130
C 1.2337 0.6878 1.3326 0.45 -1.19 0.34 -0.243
O 1.6528 0.1384 2.5742 -0.52 0.16 -0.14 -0.045
C 0.1605 -0.7153 -2.0768 1.19 -0.03 -0.29 -0.021
H -3.4224 0.0482 -0.8471 0.13 -0.27 -0.30 0.135
H -2.7063 1.4915 -0.5863 0.82 0.29 0.06 0.145
H -2.3020 0.5613 -2.1084 0.26 0.34 -0.81 0.097
H -1.5920 -0.0495 0.6288 0.03 -1.25 0.16 0.177
H 0.0059 1.1542 -0.9624 -0.04 0.15 0.07 0.175
H 0.4008 -1.1982 0.9364 -0.03 -0.28 -0.29 0.133
H 1.7937 -0.8368 -0.1215 -0.04 -0.14 0.05 0.125
H 2.0385 1.3335 0.9819 -0.37 0.37 -0.39 0.131
H 0.3047 1.2081 1.5346 0.02 0.64 0.17 0.114
H 2.2552 -0.5840 2.3955 0.34 -0.15 0.10 0.089
H -0.2696 -0.2436 -2.9548 -0.17 -0.14 -0.01 0.086
H -0.0969 -1.7652 -1.9900 -0.84 -0.03 0.20 0.100
H 1.2297 -0.8573 -2.2568 0.04 0.74 -0.06 0.096

No. 5
13
Properties=species:S:1:pos:R:3:forces:R:3:lowdin_charge:R:1 method="wB97M-V/def2-TZVPD" homo_lumo_gap_ev=11.35 multiplicity=1 charge=0 smiles="CCOC(N)=O"
C 1.0592 0.9006 -0.7266 0.03 -0.04 -0.03 -0.071
C -0.0050 1.2548 0.2962 0.19 0.28 0.05 -0.233
O -1.0302 0.2636 0.3108 -0.09 -0.06 -0.03 -0.044
C -0.6425 -0.9455 0.8190 0.12 -0.07 0.09 -0.639
O -0.0647 -1.1051 1.8674 -0.11 0.08 -0.41 0.096
N -1.0312 -1.9009 -0.0600 -0.07 -0.03 0.03 0.190
H 0.5998 0.7361 -1.7062 0.07 0.10 0.08 0.080
H 1.5853 -0.0154 -0.4431 -0.01 0.10 0.02 0.079
H 1.7940 1.7070 -0.8099 -0.09 -0.11 0.01 0.080
H 0.4151 1.3507 1.2985 0.00 0.07 -0.02 0.119
H -0.5081 2.1832 0.0163 0.03 -0.11 0.15 0.122
H -0.8121 -2.8712 0.0830 -0.03 0.13 0.08 0.114
H -1.3597 -1.5579 -0.9454 -0.04 -0.33 0.00 0.109

No. 6
24
Properties=species:S:1:pos:R:3:forces:R:3:lowdin_charge:R:1 method="wB97M-V/def2-TZVPD" homo_lumo_gap_ev=9.59 multiplicity=1 charge=+1
C -2.0067 0.2816 0.4730 -0.65 2.32 -1.25 -0.202
C -1.9001 -0.0010 -1.0284 1.68 1.61 -0.88 -0.156
C -0.3879 -0.4534 -1.4139 -2.09 0.51 -1.69 -0.180
C 2.4235 1.8866 0.0749 -0.31 -1.15 -0.60 -0.077
C 1.0054 1.2511 -0.1098 3.58 -1.18 -3.44 -0.132
C 0.8388 0.3730 -1.1359 -1.62 1.68 2.32 -0.120
N -1.5199 -0.9285 1.1566 -0.57 -1.42 2.71 0.146
H -1.3417 1.1735 0.7687 -1.44 -1.69 -0.20 0.127
H -3.0931 0.5345 0.6855 1.41 -0.63 0.38 0.151
H -2.6662 -0.7592 -1.2712 0.65 0.03 -0.20 0.113
H -2.1314 0.9159 -1.6882 0.15 -1.24 1.39 0.149
H -0.2218 -1.3747 -0.8756 0.16 -0.90 -0.67 0.072
H -0.4694 -0.5584 -2.5475 0.35 -0.63 1.55 0.137
H 3.0124 1.9841 -0.8981 -1.00 -0.30 1.21 0.101
H 2.2764 2.8761 0.4684 0.38 0.38 0.41 0.056
H 3.0297 1.2350 0.7702 -0.55 0.97 -0.51 0.083
H 0.2244 1.5883 0.4673 -1.20 0.60 1.43 0.038
H 1.6478 0.2228 -1.8036 0.76 -0.35 -0.47 0.100
H -1.9001 -1.8454 0.7647 0.29 1.55 0.59 0.202
H -1.7733 -0.8700 2.2077 0.48 -0.40 -2.03 0.213
H -0.4809 -1.0388 1.1282 -0.14 0.10 -0.04 0.101
H 1.7787 -2.6066 1.3751 -0.30 0.50 0.04 0.080
H 2.0016 -1.1920 0.7804 -0.60 -0.35 0.43 0.059
O 1.3636 -1.7266 1.3016 0.57 -0.05 -0.48 -0.061

No. 7
14
Properties=species:S:1:pos:R:3:forces:R:3:lowdin_charge:R:1 method="wB97M-V/def2-TZVPD" homo_lumo_gap_ev=10.23 multiplicity=1 charge=0
C -1.7987 0.2352 0.1301 -0.06 0.06 0.01 -0.115
C -0.6028 -0.6254 -0.2442 0.04 0.05 0.01 -0.237
C 0.7372 0.0474 0.0627 -0.07 -0.70 0.13 -0.467
N 1.8783 -0.7914 -0.2257 -0.37 0.04 0.10 0.055
C 0.8969 1.4292 -0.7490 -0.08 0.64 1.08 -0.107
N 0.9092 1.9839 0.3041 0.20 1.20 -1.92 0.171
H -1.8365 1.1387 -0.4872 -0.03 -0.13 0.09 0.068
H -1.7515 0.5506 1.1789 -0.01 -0.05 -0.14 0.077
H -2.7277 -0.3204 -0.0170 0.06 0.08 0.02 0.072
H -0.5886 -1.5474 0.3575 -0.04 0.19 -0.12 0.114
H -0.6582 -0.9385 -1.2932 0.20 0.17 0.14 0.115
H 0.6920 0.4363 1.0987 0.04 -1.68 0.41 0.105
H 2.6380 -0.3559 -0.7245 -0.12 0.13 0.05 0.073
H 2.2125 -1.2422 0.6088 0.24 0.00 0.13 0.077

No. 8
17
Properties=species:S:1:pos:R:3:forces:R:3:lowdin_charge:R:1 method="wB97M-V/def2-TZVPD" homo_lumo_gap_ev=10.69 multiplicity=1 charge=0 smiles=C[C@H]1OCC[C@H]1O
C 1.7668 0.0146 -0.7670 -0.01 -0.03 0.03 -0.035
C 0.8705 0.2352 0.4494 0.25 -0.19 -0.08 -0.323
O 0.1744 1.4719 0.3343 0.08 0.20 0.08 -0.109
C -1.1063 1.1989 -0.1930 -0.20 0.00 -0.18 -0.203
C -1.5372 -0.0755 0.5197 -0.07 -0.03 0.06 -0.098
C -0.2223 -0.8654 0.6310 0.02 0.12 0.30 -0.321
O -0.1282 -1.9417 -0.2795 -0.09 0.08 -0.47 -0.034
H 2.5037 0.8206 -0.8276 -0.10 -0.13 0.04 0.084
H 1.1863 0.0316 -1.6996 0.10 -0.02 0.17 0.080
H 2.2826 -0.9489 -0.6993 -0.07 0.18 -0.04 0.087
H 1.4902 0.3152 1.3505 -0.10 -0.04 -0.15 0.146
H -1.0538 1.0534 -1.2873 -0.05 0.03 0.17 0.121
H -1.7444 2.0618 0.0108 0.07 -0.11 -0.07 0.124
H -1.9155 0.1770 1.5139 0.03 -0.04 -0.09 0.119
H -2.3025 -0.6521 -0.0067 0.09 0.05 0.07 0.121
H -0.1192 -1.3395 1.6089 -0.04 0.09 -0.08 0.146
H -0.2972 -1.6033 -1.1716 0.08 -0.17 0.24 0.093

Going through the records in order, we get max |F| values of 1.1, 5.0, 12.3, 4.2, 0.4, 5.1, 2.3, 0.5 eV Å⁻¹.